#P
The following is a quantum chemistry calculation of an isolated molecule of CH7N5, from OMol25.

Atoms and positions in Å:
C1 0.12803 0.13889 -0.04621
H1 -2.92418 -0.39996 -0.65400
H2 -2.53636 0.38883 0.84439
H3 -0.97242 -1.39729 0.63864
H4 -0.69066 1.74476 0.01026
H5 1.15560 -1.54622 -0.59234
H6 2.35198 0.75327 -0.65418
H7 2.78932 0.26603 0.84229
N1 -2.22297 0.08607 -0.10901
N2 -1.04778 -0.67128 -0.07929
N3 0.26366 1.40431 -0.09066
N4 1.23124 -0.69486 -0.03461
N5 2.47455 -0.07255 -0.07527

The HOMO-LUMO gap is 10.1 eV. The SMILES is N=C(NN)NN. As for the net charge: 0. Its HOMO energy is -9.20 eV.

#Q
The following is a quantum chemistry calculation of an isolated molecule of CH7N5, from OMol25.

Atoms and positions in Å:
C1 0.37540 0.12607 -0.62025
H1 0.44344 -0.32128 2.37988
H2 0.64751 1.24278 1.67018
H3 1.87326 0.20001 0.63548
H4 0.70129 1.34808 -2.25249
H5 -1.48001 0.31683 -1.37181
H6 -0.93275 -1.58770 0.35123
H7 -2.13379 -0.32489 0.93319
N1 0.31739 0.29310 1.65645
N2 0.93795 -0.39179 0.57244
N3 1.21057 0.75732 -1.43194
N4 -0.97982 -0.00969 -0.68469
N5 -1.68200 -0.88185 0.08430

The HOMO-LUMO gap is 9.4 eV. The SMILES is N=C(NN)NN. As for the net charge: 0. Its HOMO energy is -8.44 eV.

Stability check: which of them is most stable? #P.

#P
The following is a quantum chemistry calculation of a structure of composition C5H6S2, from OMol25.

Atoms and positions in Å:
C1 -1.44869 0.41105 -0.08085
C2 -0.06805 1.23263 -0.13298
C3 0.93037 0.49081 0.82950
C4 1.51181 -0.57819 0.06782
C5 2.24252 -1.33373 -0.56586
H1 -3.10351 -1.78126 -0.77726
H2 -1.97949 0.79082 -1.07630
H3 -1.82410 0.76327 0.94974
H4 1.75551 1.10336 1.09970
H5 0.45283 0.06951 1.81041
H6 2.75195 -2.23448 -1.01553
S1 -1.49325 -1.42021 -0.06471
S2 0.27210 2.48641 -1.04370

The HOMO-LUMO gap is 8.2 eV. As for the net charge: 0. Its HOMO energy is -8.79 eV.

#Q
The following is a quantum chemistry calculation of a structure of composition C5H6S2, from OMol25.

Atoms and positions in Å:
C1 -0.30867 0.64100 -1.31700
C2 -0.42447 -0.57556 -1.94129
C3 0.63353 0.52675 -0.23131
C4 1.08088 -0.89142 0.03569
C5 0.10780 -0.75894 1.11390
S1 0.57884 -1.88963 -1.39147
S2 0.60325 -0.27607 2.70609
H1 -0.95467 1.46714 -1.36239
H2 -1.20158 -0.97983 -2.57354
H3 0.97955 1.22512 0.50659
H4 2.20375 -1.05958 0.23135
H5 -0.82572 -1.22051 0.80043
H6 -0.17071 0.73243 3.12590

The HOMO-LUMO gap is 7.8 eV. As for the net charge: 0. Its HOMO energy is -7.40 eV.

Stability check: which of them is most stable? #Q.

#P
The following is a quantum chemistry calculation of a cluster of 2 separate species, C7H11Br2N2 in total, from OMol25.

Atoms and positions in Å:
C1 -0.86388 -0.59408 0.44712
C2 -0.09270 1.60717 0.77503
C3 1.17554 -1.38158 -0.59572
C4 1.63042 -2.38250 -1.27570
C5 -2.11623 -0.55870 1.05598
C6 1.02240 -3.65551 -1.44228
C7 -0.03612 4.02963 0.51596
N1 -0.03564 -1.34228 -0.02267
N2 -0.22546 2.64008 0.06216
Br1 0.36365 1.84402 2.55448
Br2 2.13307 0.35690 -0.43187
H1 2.58710 -2.40139 -1.72621
H2 -2.19404 0.01712 1.89603
H3 -2.49410 -1.59790 1.25508
H4 -2.90798 -0.08641 0.29382
H5 1.43555 -4.51439 -0.97803
H6 1.04684 -3.86013 -2.47082
H7 -0.05272 -3.59325 -1.01743
H8 1.05586 4.31726 0.73603
H9 -0.43448 4.83639 -0.17804
H10 -0.54435 3.97886 1.40631
H11 -0.45273 2.34069 -0.85925

The HOMO-LUMO gap is 8.9 eV. As for the net charge: +1. Its HOMO energy is -12.71 eV.

#Q
The following is a quantum chemistry calculation of a structure of composition C7H11Br2N2, from OMol25.

Atoms and positions in Å:
C1 -0.42190 -1.95758 -0.12644
C2 1.57761 -0.93112 0.49941
C3 -1.28018 -2.94544 -0.28311
C4 -0.87929 -0.24699 -0.90978
C5 1.18279 0.57596 0.40399
C6 0.51745 0.87610 1.79859
C7 -0.51498 2.10546 -0.85781
N1 0.80183 -1.92101 0.35148
N2 0.15292 0.70973 -0.69048
Br1 3.27498 -1.13141 1.17703
Br2 -0.96820 -0.67476 -2.80884
H1 -1.18750 -3.98636 0.00663
H2 -2.32513 -2.82119 -0.66001
H3 -1.91524 -0.10230 -0.72111
H4 2.00683 1.37911 0.33028
H5 -0.17875 1.68100 1.72181
H6 1.34748 1.19582 2.48246
H7 0.04039 0.05390 2.39443
H8 -0.42676 2.63672 -1.80354
H9 -1.55408 2.13309 -0.45659
H10 0.12922 2.70903 -0.25849
H11 0.62051 0.66222 -1.58991

The HOMO-LUMO gap is 9.1 eV. As for the net charge: +1. Its HOMO energy is -13.00 eV.

Stability check: which of them is most stable? #Q.

#P
The following is a quantum chemistry calculation of an isolated molecule of C16H21N7O3S2, from OMol25.

Atoms and positions in Å:
C1 -2.19471 3.51368 0.13531
C2 -1.40980 4.17796 -0.99187
C3 -1.38308 3.35271 -2.28355
C4 -0.19994 2.38377 -2.36484
N1 -0.21489 1.39499 -1.31719
C5 -1.02606 0.32903 -1.19786
N2 -0.81832 -0.37713 -0.09869
C6 0.18177 0.26861 0.53890
C7 0.58211 1.37975 -0.18777
C8 1.62066 2.25529 0.26047
O1 2.03080 3.25201 -0.30580
N3 2.14020 1.82832 1.48467
C9 1.76839 0.71426 2.22658
O2 2.30795 0.44576 3.27537
N4 0.75084 -0.06994 1.71921
C10 0.33758 -1.25210 2.44604
H1 -0.60643 -1.59782 2.03158
H2 1.09320 -2.03357 2.34999
H3 0.22905 -1.00328 3.50074
C11 3.20867 2.62105 2.07172
H4 3.40198 3.45764 1.40460
H5 4.10309 2.00933 2.18502
H6 2.90441 2.97844 3.05489
S1 -2.21346 -0.14745 -2.37207
C12 -3.05002 -1.40785 -1.36191
C13 -2.10784 -2.38259 -0.68047
O3 -2.31516 -2.81202 0.42868
N5 -1.08955 -2.83589 -1.47125
C14 -0.10450 -3.65411 -0.98952
N6 0.94801 -3.96836 -1.66607
N7 1.77031 -4.77149 -0.99864
C15 1.37078 -5.08437 0.17878
C16 2.11163 -5.96053 1.11043
H7 1.50455 -6.82382 1.37806
H8 3.02867 -6.29519 0.63378
H9 2.35345 -5.42162 2.02525
S2 -0.18172 -4.35649 0.60607
H10 -0.93309 -2.44377 -2.39094
H11 -3.64624 -0.90806 -0.59882
H12 -3.70931 -1.94597 -2.04514
H13 -0.21816 1.86340 -3.32804
H14 0.73705 2.93530 -2.26393
H15 -1.29499 4.02131 -3.14096
H16 -2.31792 2.79835 -2.39049
H17 -1.87383 5.14314 -1.20325
H18 -0.38603 4.37050 -0.66651
H19 -1.74937 2.57047 0.44088
H20 -2.22068 4.16539 1.00553
H21 -3.22004 3.32297 -0.17697

The HOMO-LUMO gap is 8.6 eV. The SMILES is CCCCn1c(SCC(=O)Nc2nnc(C)s2)nc2c1c(=O)n(C)c(=O)n2C. As for the net charge: 0. Its HOMO energy is -8.35 eV.

#Q
The following is a quantum chemistry calculation of an isolated molecule of C16H21N7O3S2, from OMol25.

Atoms and positions in Å:
C1 4.28677 3.31577 2.35944
C2 2.89512 3.49064 2.95592
C3 1.78591 2.94415 2.05952
C4 1.84746 1.42082 1.92567
N1 0.74614 0.92983 1.13793
C5 0.65071 0.89055 -0.20407
N2 -0.52775 0.44101 -0.62620
C6 -1.22242 0.16546 0.50237
C7 -0.46508 0.47366 1.61890
C8 -0.95628 0.26938 2.94793
O1 -0.37399 0.48964 3.99170
N3 -2.25761 -0.23826 2.93019
C9 -3.03390 -0.57043 1.82615
O2 -4.15140 -1.01977 1.94172
N4 -2.46934 -0.35548 0.58152
C10 -3.18708 -0.73343 -0.61981
H1 -4.15067 -1.13390 -0.31323
H2 -3.33255 0.14334 -1.25069
H3 -2.62649 -1.49018 -1.17398
C11 -2.84470 -0.46918 4.24137
H4 -2.82828 0.45937 4.81118
H5 -2.25903 -1.21600 4.77730
H6 -3.86475 -0.81626 4.10337
S1 1.97686 1.34104 -1.23530
C12 1.19802 1.33528 -2.88691
C13 1.04092 -0.05260 -3.48898
O3 1.74256 -0.47733 -4.37737
N5 0.00433 -0.74204 -2.94635
C14 -0.33574 -2.00477 -3.32592
N6 -1.29295 -2.66622 -2.76147
N7 -1.46824 -3.87377 -3.28821
C15 -0.66687 -4.15794 -4.24767
C16 -0.66824 -5.43571 -4.99026
H7 -0.84639 -5.25573 -6.04930
H8 0.29589 -5.93174 -4.88925
H9 -1.45005 -6.07789 -4.59451
S2 0.47171 -2.85838 -4.61773
H10 -0.46978 -0.34629 -2.10849
H11 0.23404 1.83300 -2.79317
H12 1.87580 1.91805 -3.51008
H13 2.77569 1.11469 1.43754
H14 1.77348 0.96069 2.91321
H15 1.85930 3.39595 1.06749
H16 0.81722 3.21066 2.48806
H17 2.84575 2.99661 3.92784
H18 2.70995 4.55466 3.11551
H19 5.02350 3.82464 2.97588
H20 4.56415 2.26665 2.30348
H21 4.32827 3.73773 1.35775

The HOMO-LUMO gap is 8.8 eV. The SMILES is CCCCn1c(SCC(=O)Nc2nnc(C)s2)nc2c1c(=O)n(C)c(=O)n2C. As for the net charge: 0. Its HOMO energy is -8.35 eV.

Stability check: which of them is most stable? #Q.

#P
The following is a quantum chemistry calculation of an isolated molecule of BrClFNO, from OMol25.

Atoms and positions in Å:
N1 -0.18756 0.17277 1.23741
O1 1.50081 -0.76525 -1.32512
F1 -0.86598 -0.88351 1.76741
Cl1 0.60388 0.34276 -1.77641
Br1 -1.05116 1.13324 0.09671

The HOMO-LUMO gap (spin up / spin down) is 7.8 / 8.5 eV. As for the net charge: 0. Its HOMO energy (spin up / spin down) is -9.78 / -10.07 eV.

#Q
The following is a quantum chemistry calculation of an isolated molecule of BrClFNO, from OMol25.

Atoms and positions in Å:
N1 -0.01694 -0.29041 -0.08564
O1 0.69551 0.47863 0.52548
F1 0.21648 -1.64188 0.05160
Cl1 -0.32362 1.50652 1.77775
Br1 -0.57143 -0.05286 -2.26919

The HOMO-LUMO gap (spin up / spin down) is 7.6 / 7.4 eV. The SMILES is FN(Br)OCl. As for the net charge: 0. Its HOMO energy (spin up / spin down) is -10.66 / -10.67 eV.

Stability check: which of them is most stable? #Q.

#P
The following is a quantum chemistry calculation of a cluster of 8 separate species, C8H32O8 in total, from OMol25.

Atoms and positions in Å:
C1 -2.96920 7.24613 -1.85471
O1 -1.94120 7.72353 -1.00338
H1 -3.92509 7.64309 -1.51297
H2 -2.77186 7.64136 -2.85118
H3 -2.93513 6.15708 -1.88503
H4 -1.73828 8.64052 -1.20226
C2 0.83573 -0.88645 6.82157
O2 1.07065 -1.75590 5.82986
H5 1.66671 -0.24876 7.12311
H6 0.06155 -0.15978 6.57524
H7 0.43666 -1.48334 7.64168
H8 1.08945 -1.29219 4.98949
C3 4.34957 -4.91135 1.36004
O3 5.04551 -5.51007 0.17156
H9 4.97411 -4.85269 2.25145
H10 4.05586 -3.87746 1.17864
H11 3.48205 -5.52302 1.60775
H12 5.92951 -5.13856 0.12550
C4 -3.33432 -6.80405 1.97576
O4 -4.52686 -7.47731 2.23455
H13 -3.09062 -6.24033 2.87627
H14 -2.55877 -7.55375 1.81906
H15 -3.24453 -6.03922 1.20435
H16 -5.26688 -6.87271 2.32639
C5 5.62021 -2.46917 -5.82015
O5 5.83453 -2.81758 -7.20270
H17 4.63287 -2.68608 -5.41246
H18 6.35017 -3.06798 -5.27545
H19 5.90478 -1.42719 -5.67387
H20 5.37405 -2.13329 -7.69395
C6 0.43698 0.07799 -0.14162
O6 1.05192 0.70060 0.99576
H21 1.14494 -0.02030 -0.96456
H22 -0.04133 -0.89074 0.00289
H23 -0.33983 0.76138 -0.48460
H24 0.58023 1.52022 1.16107
C7 -1.31748 6.04749 4.60050
O7 -0.62652 5.50381 3.46096
H25 -2.33280 5.66743 4.71350
H26 -0.65840 5.98489 5.46640
H27 -1.38302 7.12433 4.44480
H28 -0.88757 6.01794 2.69342
C8 -3.91627 1.64210 -6.05784
O8 -4.84450 0.51759 -6.21484
H29 -4.44369 2.59560 -6.08556
H30 -3.33997 1.55030 -5.13721
H31 -3.23313 1.61845 -6.90688
H32 -4.26090 -0.24262 -6.27045

The HOMO-LUMO gap is 10.5 eV. The SMILES is CO.CO.CO.CO.CO.CO.CO.CO. As for the net charge: 0. Its HOMO energy is -10.20 eV.

#Q
The following is a quantum chemistry calculation of a cluster of 8 separate species, C8H32O8 in total, from OMol25.

Atoms and positions in Å:
C1 -1.93959 3.82961 -0.32889
O1 -2.10316 3.97744 -1.72046
H1 -1.17017 3.07924 -0.14717
H2 -1.79711 4.83343 0.07129
H3 -2.82390 3.43254 0.16954
H4 -2.01148 3.10240 -2.10452
C2 3.14967 -3.12459 0.35671
O2 2.83429 -2.04214 1.25417
H5 2.31274 -3.53590 -0.20763
H6 3.97732 -2.74941 -0.24524
H7 3.61919 -3.88154 0.98494
H8 3.53073 -1.88688 1.89641
C3 -0.11090 -3.82933 2.54299
O3 -1.11361 -3.14716 3.26888
H9 -0.53477 -4.66833 1.99116
H10 0.35463 -3.17326 1.80750
H11 0.62782 -4.28658 3.20126
H12 -1.32729 -3.68155 4.03725
C4 0.35097 2.92352 2.57941
O4 0.87738 3.99842 1.85397
H13 0.93101 2.85925 3.50003
H14 -0.69679 3.09529 2.82597
H15 0.38472 1.95090 2.08852
H16 1.23851 3.61374 1.05198
C5 0.09855 -0.17539 0.27930
O5 1.47319 -0.09576 0.11676
H17 -0.25393 -1.20662 0.29971
H18 -0.23804 0.31829 1.19095
H19 -0.35304 0.36742 -0.55107
H20 1.89236 -0.79388 0.62521
C6 1.43820 2.84100 -1.76939
O6 1.85698 2.59721 -0.41824
H21 1.31886 1.87274 -2.25553
H22 0.51095 3.41302 -1.80257
H23 2.16581 3.44601 -2.31036
H24 1.80750 1.64789 -0.28425
C7 -3.18241 0.96681 -2.21464
O7 -1.92398 1.41551 -2.59602
H25 -3.83730 1.77452 -1.88779
H26 -3.73462 0.50741 -3.03446
H27 -3.09326 0.29579 -1.36030
H28 -1.52770 0.60874 -2.93320
C8 -0.51974 -3.06413 -1.77936
O8 -0.92644 -4.16887 -0.98144
H29 0.44739 -2.66935 -1.46808
H30 -0.46918 -3.47181 -2.78899
H31 -1.27583 -2.28196 -1.84753
H32 -0.23439 -4.83375 -0.95682

The HOMO-LUMO gap is 9.4 eV. The SMILES is CO.CO.CO.CO.CO.CO.CO.CO. As for the net charge: 0. Its HOMO energy is -9.24 eV.

Stability check: which of them is most stable? #Q.